No. 1
A molecular structure, C22H54F12N2O17S4Sn in a non-equilibrium geometry. Source: the OMol25 dataset; level of theory: ωB97M-V/def2-TZVPD.

Geometry as XYZ:
```
112
Properties=species:S:1:pos:R:3:forces:R:3
Sn 0.146269 -1.114298 -1.724272 0.3073 -0.5579 0.7443
C 2.527471 -5.795352 -2.978108 0.1791 0.6123 0.8976
F 1.481173 -6.559846 -3.209673 -0.2503 -0.0459 -0.6209
F 2.662603 -5.748337 -1.640720 0.0426 0.2579 -0.0512
F 3.614120 -6.311455 -3.482191 0.3242 -0.3673 -0.4197
S 2.295161 -4.044440 -3.702506 -0.5599 0.7716 -1.0117
O 3.345518 -3.794040 -4.661171 -0.4290 -0.2172 1.5486
O 0.969976 -4.023734 -4.272200 -0.0509 0.0853 1.1063
N 2.277803 -3.075021 -2.290797 -0.0829 -0.2088 -2.0123
S 3.778511 -2.680178 -1.848959 2.2808 1.4571 1.5162
O 4.788417 -3.647061 -2.230994 -1.2872 0.4363 0.3754
O 4.161288 -1.270206 -1.959798 -1.4373 -1.7603 -0.2355
C 3.533301 -2.864842 0.050415 1.0817 -0.1924 -0.6165
F 4.323496 -1.987092 0.649419 0.0690 -0.1628 0.0260
F 2.295095 -2.659190 0.504105 -0.5529 0.0983 -0.3436
F 3.893752 -4.105503 0.387594 -0.1271 0.1707 0.1315
C -1.319142 -2.134225 1.968923 2.8474 0.4440 0.8527
F -0.391988 -2.975417 2.465898 -0.2697 0.2101 0.0339
F -1.377282 -2.399451 0.668864 -0.9984 0.4007 -0.3878
F -2.441618 -2.344358 2.600780 -0.6057 0.1251 -0.3308
S -0.699170 -0.340559 2.259988 -1.5607 -0.1495 0.5824
O -1.897211 0.432228 2.064683 0.2842 -0.3265 -0.7459
O -0.147725 -0.244892 3.585801 0.3293 -0.7942 -1.3215
N 0.426979 -0.162351 0.961493 -3.2258 -1.9198 0.2353
S 1.210609 1.092187 1.424160 3.9313 3.1578 1.8675
O 0.480735 2.238305 1.912596 -0.7588 -0.5940 -1.2745
O 2.287876 0.739156 2.298419 0.5166 -0.3843 -0.5187
C 2.011997 1.641230 -0.177677 -0.0524 -0.2580 2.1795
F 1.016598 1.795689 -1.049338 -0.1764 -0.1375 -1.3245
F 2.616056 2.802715 0.036365 -0.0961 -0.3412 -0.3539
F 2.884855 0.729637 -0.583268 -0.3740 0.1889 -0.5026
C -4.989049 0.186159 -0.745680 0.2759 0.2970 1.2022
C -3.536173 -0.192345 -0.398125 -2.0278 0.5488 -0.3803
O -2.960357 -0.732437 -1.590697 1.0369 -0.8260 0.1039
H -5.439760 0.764186 0.068019 0.3580 0.5249 -0.1677
H -5.633011 -0.692633 -0.661242 0.1348 -0.2149 -0.9849
H -4.998356 0.743872 -1.678087 -0.4913 -0.1706 -0.0719
H -3.692782 -0.907980 0.412392 1.1165 -0.0732 0.0766
H -2.938174 0.674236 -0.129599 0.0056 -0.2277 0.2441
H -3.474836 -1.521264 -1.805451 0.1187 0.0322 -0.1830
C -1.761642 -5.688599 3.706582 0.0864 -0.1887 0.0034
C -2.745378 -6.061580 2.640958 -0.5216 -0.3664 -0.2499
O -2.406570 -7.250862 1.927384 0.1574 0.1424 0.1862
H -0.805202 -5.409197 3.266834 0.0342 0.1450 0.2665
H -1.616830 -6.546961 4.367824 0.0901 0.0759 0.0937
H -2.208875 -4.887621 4.295897 0.3790 0.1609 0.0547
H -2.822511 -5.287851 1.875246 -0.1662 0.0255 0.1706
H -3.720588 -6.187991 3.123871 -0.1423 0.0406 -0.2296
H -2.068070 -7.884312 2.569052 -0.0446 -0.0705 -0.0654
C -2.792672 2.176018 -3.569494 -0.5386 0.9065 -0.1431
C -1.290219 2.287827 -3.405606 0.4591 -0.0021 0.4368
O -0.545567 1.078482 -3.706874 -0.4258 -0.2588 0.5195
H -3.238925 2.643564 -2.689472 -0.1328 -0.0086 -0.0438
H -3.220336 1.176197 -3.614727 0.4324 -0.1591 -0.1576
H -3.136513 2.780070 -4.410580 -0.0987 -0.3012 -0.1596
H -1.160177 2.601086 -2.369474 0.7501 -0.5243 0.0048
H -0.776940 3.034862 -4.014493 -0.6296 0.3816 -0.0284
H -0.726593 0.970834 -4.648380 0.3318 -0.4918 0.0281
C -0.666680 -6.409617 -0.740217 -0.8447 -0.6577 0.8631
C -0.652622 -5.145819 0.084011 -0.0745 0.6727 -1.1626
O -0.072091 -4.099466 -0.763580 0.5094 0.3166 0.4388
H -1.161041 -6.267274 -1.698910 0.3265 0.2244 -0.1452
H -1.274600 -7.155388 -0.217207 0.1608 0.0161 0.0557
H 0.330795 -6.824929 -0.836688 0.1107 0.0782 -0.2786
H -0.117736 -5.249463 1.028574 0.1932 0.0583 -0.1177
H -1.640526 -4.749321 0.313402 -0.0656 -0.3810 -0.0907
H 0.888631 -4.196525 -0.712901 -0.0507 0.0356 -0.2552
C -1.575539 4.088343 3.406311 -0.7150 -0.0293 0.2163
C -0.715796 5.289499 3.100356 -0.0333 -0.0025 -0.2331
O 0.619102 4.905347 2.817854 0.0865 0.5473 -0.1840
H -1.109696 3.522286 4.212089 -0.1964 -0.1706 -0.0258
H -1.764189 3.434378 2.554021 0.5650 -0.0354 -0.1289
H -2.592228 4.393070 3.677033 0.1442 0.1700 0.4062
H -0.640185 5.972264 3.948278 -0.1414 -0.1146 0.0592
H -1.170351 5.854621 2.275220 0.1747 0.0896 -0.0685
H 0.610024 4.415717 1.991416 0.1266 -0.3437 0.2051
C 3.421886 4.401487 -4.152508 -0.0329 -0.2443 -0.2027
C 2.694879 3.255820 -3.434155 0.7286 1.2389 -0.3112
O 3.582321 2.147426 -3.452378 -0.6616 -0.0155 0.4788
H 3.873147 4.041831 -5.079764 -0.5526 -0.1059 -0.2531
H 4.319686 4.711864 -3.611468 -0.3613 0.3129 0.4569
H 2.744374 5.231177 -4.355744 0.2583 0.2082 0.0507
H 1.728023 3.067724 -3.903644 0.2498 -0.5992 -0.2172
H 2.468993 3.577337 -2.411924 0.0084 -0.1174 0.0550
H 4.339744 2.524158 -2.987443 0.3134 -0.6382 -0.0351
C 6.140385 1.029578 0.537385 0.3050 -0.2891 0.9696
C 6.809358 2.263175 1.112792 -0.9135 0.9480 -0.3563
O 6.594700 3.440701 0.285554 0.4691 -0.5979 0.1064
H 6.509028 0.252755 1.215219 -0.0677 -0.3867 -0.3201
H 6.437922 0.777154 -0.478216 0.1078 0.1687 -0.0135
H 5.057137 0.971757 0.632926 0.0226 0.4704 -0.1092
H 7.869136 2.059137 1.282921 0.1157 0.1633 -0.2733
H 6.374437 2.576412 2.065207 -0.0213 -0.7640 0.2933
H 6.838208 4.163826 0.870535 -0.0590 0.2614 -0.3142
C -5.018320 1.187247 3.386755 -0.9408 -0.1739 0.2546
C -5.633260 -0.065255 3.994945 0.9614 -0.6501 0.2431
O -6.041879 0.176537 5.331882 -0.0777 0.1460 -0.0226
H -4.123013 1.524598 3.905011 0.1819 -0.4128 -0.0671
H -5.719870 2.018702 3.479046 -0.1319 -0.0397 -0.3498
H -4.815704 0.941786 2.344466 0.2105 0.4157 -0.0386
H -4.857822 -0.844622 3.983544 0.1608 0.0424 0.1328
H -6.437869 -0.537106 3.419725 -0.2748 0.6336 -0.2245
H -6.191565 -0.673032 5.754742 -0.0418 0.0453 0.0702
C 0.279658 4.899941 -0.775327 0.1494 0.7358 0.5578
C -0.339955 6.103810 -1.483629 0.3551 0.1494 0.3349
O -1.762249 6.025902 -1.636541 0.3775 -0.5536 -0.0708
H -0.071755 4.756728 0.247076 -0.9396 -0.3084 -0.3466
H 1.319123 5.113449 -0.508377 0.2110 0.1830 -0.7354
H 0.258464 4.002751 -1.385050 -0.1965 -0.0684 0.1822
H 0.163065 6.193606 -2.450943 -0.1595 0.0493 -0.1855
H -0.129245 7.021064 -0.929386 0.2508 -0.0497 0.1342
H -2.025817 6.827772 -2.096158 -0.1253 -0.0275 0.0200
```
Forces are in eV/Å.

The calculation puts the energy above the lowest of the compared OMol25 structures with the same formula, charge and spin at 0.00 kJ/mol. As for the largest force on an atom: 5.38 eV Å⁻¹. The calculation puts the HOMO energy at -9.6 eV. As for the net charge: 0. As for the LUMO energy: -3.1 eV. The electronic energy comes out at -143250.9206 eV. As for the spin multiplicity: 1.

Results of the Mulliken charge analysis, in e, for atoms 1 through 6: 1.447, 0.677, -0.225, -0.187, -0.220, 0.943

---

No. 2
A molecular structure, C22H54F3MgO10S6 in a non-equilibrium geometry. Source: the OMol25 dataset; level of theory: ωB97M-V/def2-TZVPD.

Geometry as XYZ:
```
96
Properties=species:S:1:pos:R:3:forces:R:3
Mg 3.027768 3.789624 0.412386 -0.8727 -1.0906 0.0964
C -0.144725 0.118340 0.311978 1.9521 -0.0696 1.6037
O 0.412709 -1.107635 -0.312409 -1.3063 0.3118 0.6000
O 0.912341 1.032256 0.256020 -1.0842 -0.2820 -0.8278
C -1.531662 0.461511 -0.306061 2.0555 1.5870 -0.0852
F -2.418931 -0.493156 -0.214708 -0.3165 -1.1061 -0.4811
F -2.159077 1.524088 0.351687 1.2270 -0.6223 -1.1889
F -1.230416 0.757283 -1.600103 -1.5293 0.3045 0.3583
C 0.402036 -2.396856 0.359415 0.7231 0.3810 -0.3905
C 1.313691 -3.291079 -0.447630 1.6558 0.3606 -0.5124
H 1.514034 -4.264726 -0.000444 -0.8696 -0.3113 -0.2549
H 1.189823 -3.272044 -1.530399 -0.9772 -0.5867 0.0769
H 2.335746 -2.912253 -0.445107 0.1904 0.6766 0.4848
H -0.567543 -2.881231 0.475190 -0.3882 0.5101 -0.1631
H 0.881081 -2.361526 1.337862 -0.2669 0.5188 0.3651
H -0.380371 -0.028068 1.366085 -0.0928 -0.7255 0.3951
C 4.909706 0.151600 -3.310200 0.3610 -0.2554 0.6714
S 5.537538 1.853202 -3.133508 0.6243 0.3586 0.5435
O 4.994044 2.424992 -1.837706 -0.2020 -0.1945 -0.0228
C 7.349945 1.498274 -2.794064 -0.9775 -0.7157 -0.2561
H 5.183808 -0.381673 -2.399928 0.1286 -0.1153 -0.0407
H 5.326673 -0.343629 -4.187120 0.2328 0.2254 0.0163
H 3.824383 0.083014 -3.384175 0.0124 0.6727 -0.0478
H 7.924340 2.398723 -2.576428 -0.4461 0.1452 -0.2977
H 7.706110 0.988310 -3.689152 0.1675 0.2199 -0.0956
H 7.477493 0.805268 -1.962459 -0.3609 0.0332 0.1093
C -3.521021 -4.971649 7.169332 -0.1785 0.3456 0.2452
S -1.981067 -5.856655 6.768921 -1.8883 -2.6470 -0.9966
O -2.450483 -7.332841 6.457449 1.2963 3.3913 0.4924
C -1.781719 -4.956919 5.170773 -0.1425 -0.0933 0.2440
H -3.309797 -3.902332 7.176290 0.0610 0.0211 0.0646
H -3.930171 -5.241221 8.143006 0.4385 -0.2494 0.0449
H -4.316591 -5.163230 6.449299 0.3211 -0.2241 -0.3025
H -1.993244 -3.897530 5.315893 0.0404 -0.0265 0.2064
H -2.534009 -5.358593 4.491943 0.1853 -0.1543 -0.0584
H -0.766525 -5.040531 4.782831 -0.1416 -0.3487 0.0542
C 1.578095 7.259971 -4.030569 -1.2186 0.5601 0.9627
S 0.598023 5.945745 -3.110338 1.4328 -0.2257 1.5617
O 1.482927 5.810159 -1.837609 -0.9694 -0.0860 -1.0768
C -0.905666 6.920630 -2.605877 0.5186 0.2975 -0.3532
H 2.640214 7.084842 -4.201871 -0.2880 -0.9327 0.2210
H 1.511686 8.026277 -3.258258 0.1748 0.4300 -0.3001
H 1.117367 7.603247 -4.956846 -0.2368 -0.1823 0.1282
H -0.557293 7.900407 -2.279116 -0.1241 0.2320 -0.5535
H -1.548638 6.593361 -1.788813 0.7876 -1.0517 0.2217
H -1.591198 6.886243 -3.452616 0.3137 0.5850 -0.3247
C -0.887878 -1.733775 -5.869058 0.5769 -1.0637 -0.1192
S 0.501713 -1.739766 -7.197865 -1.0764 -0.8728 0.7678
O 1.046810 -3.160001 -7.241093 -0.9731 1.8591 0.0536
C -0.749360 -1.548343 -8.516858 -0.3704 0.0984 0.4087
H -1.513179 -2.583987 -6.141553 0.0943 -0.1528 -0.1296
H -1.574311 -0.901823 -5.711683 0.5655 0.5034 -0.5410
H -0.443115 -1.989869 -4.907450 0.2721 0.1204 -0.1155
H -1.421756 -0.715436 -8.311296 0.4932 0.5179 0.2271
H -1.448997 -2.375682 -8.398002 0.4721 -0.5125 -0.6230
H -0.296471 -1.389618 -9.495530 -0.0472 -0.4943 0.1139
C -1.026710 7.048902 2.793522 1.1057 -0.8943 0.3716
S 0.712195 6.758940 3.424966 -0.3590 0.7685 -0.5899
O 1.413767 5.794173 2.482695 -0.3400 0.5870 0.1532
C 1.210435 8.455811 2.917074 -0.5749 -0.6772 -0.2156
H -1.562304 7.736589 3.448001 0.1041 -0.2958 0.2230
H -1.376281 6.017805 2.845862 -0.6616 0.2735 -0.1831
H -1.039891 7.448200 1.779379 0.2444 -0.2395 -0.0218
H 0.958190 8.348357 1.862134 0.9462 0.4423 -0.2943
H 2.232666 8.707163 3.199863 -0.1132 -0.1918 -0.3564
H 0.505866 9.206499 3.275029 0.0553 -0.1935 0.4931
C 5.056132 -0.321896 3.036533 -0.1585 1.2933 -0.0337
S 5.094767 1.395647 3.736591 -1.0165 -0.4834 0.9409
O 4.560000 2.364512 2.722464 -0.0436 0.3603 -1.1565
C 3.617378 1.248168 4.871713 1.2427 0.1121 -0.1082
H 5.868807 -0.439989 2.319798 -0.0310 0.2510 0.0380
H 4.093931 -0.331438 2.524511 -0.0319 -0.6001 0.0880
H 5.205229 -1.038289 3.844410 -0.3617 0.0701 -0.0170
H 2.723782 1.223581 4.248038 0.1118 -0.3695 0.0433
H 3.600232 2.147254 5.487706 0.1228 0.1503 -0.2569
H 3.773285 0.423857 5.567641 -0.2921 -0.2446 -0.2884
C -6.656586 1.137511 2.647150 1.0817 -1.1671 0.8172
C -6.400452 0.222649 3.914717 2.4278 2.3092 0.5320
O -5.441488 0.570311 4.658469 -3.0866 -1.6727 -1.9279
C -7.337147 -0.926751 4.178175 -0.3521 0.3687 0.6337
H -7.540920 1.772453 2.700998 -0.0170 -0.2314 0.1153
H -6.659870 0.517904 1.750389 -0.4807 -0.1064 -0.0365
H -5.746286 1.729675 2.553356 -0.2345 0.2837 0.1673
H -7.121503 -1.414826 5.128630 0.2631 -0.1164 -0.2259
H -7.516669 -1.640599 3.374251 0.6050 0.0770 -0.1472
H -8.323992 -0.480768 4.302141 -0.1863 0.2456 0.0682
C -1.976866 -7.988720 -2.080055 0.2236 -1.4983 -0.2949
C -1.548550 -7.869448 -3.537429 0.1448 1.2870 1.4239
O -2.428738 -7.853184 -4.354305 0.0689 -0.2802 -0.8809
C -0.111341 -7.540842 -3.866756 0.0143 -0.6663 -0.0488
H -2.220902 -7.019390 -1.645376 -0.2112 -0.1030 -0.1774
H -1.281559 -8.512595 -1.424139 0.4368 0.2952 -0.0770
H -2.805738 -8.689391 -2.180642 -0.5617 0.5496 0.5373
H 0.387363 -8.449128 -4.205005 -0.1751 -0.0768 -0.6643
H 0.523566 -7.305835 -3.012482 -0.4531 0.6252 0.1514
H -0.158688 -6.776565 -4.642471 0.5144 -0.1157 0.0251
```
Forces are in eV/Å.

As for the largest force on an atom: 4.01 eV Å⁻¹. The calculation puts the HOMO energy at -10.1 eV. As for the net charge: +1. As for the LUMO energy: -6.2 eV. The electronic energy comes out at -122755.4635 eV. As for the spin multiplicity: 1.

Results of the Mulliken charge analysis, in e, for atoms 1 through 6: 1.581, -0.131, -0.250, -0.678, 0.727, -0.250